Record 1
A structure of composition C46H58N4O2P2S5W at a distorted geometry, computed with ωB97M-V with the def2-TZVPD basis set.

Geometry as XYZ:
```
118
Properties=species:S:1:pos:R:3:lowdin_spin:R:1
W -0.868 1.091 0.368 1.505
O -4.016 5.240 -3.771 0.000
C -3.445 4.727 -2.850 0.001
S -4.263 3.839 -1.550 0.005
C -2.818 3.373 -0.674 0.017
C -1.636 3.780 -1.176 0.003
S -0.088 3.317 -0.500 0.045
S -1.683 4.734 -2.646 0.000
S -2.964 2.351 0.744 0.020
N -0.165 -2.070 0.229 0.024
C -0.812 -0.996 0.395 -0.010
H -0.760 -2.897 0.352 0.000
S 0.665 2.036 4.849 0.078
C 0.055 1.655 3.409 0.061
N -0.327 1.343 2.344 0.009
C -1.842 -0.974 -4.551 0.004
C -2.077 0.488 -4.149 0.012
C -1.200 1.438 -4.976 0.004
C -3.557 0.864 -4.286 0.005
C -1.708 0.643 -2.745 0.084
N -1.411 0.801 -1.641 0.023
H -2.160 -1.110 -5.584 0.001
H -2.415 -1.651 -3.920 0.000
H -0.788 -1.237 -4.474 0.000
H -1.481 1.349 -6.025 0.001
H -0.147 1.182 -4.875 0.000
H -1.339 2.472 -4.660 0.000
H -3.844 0.788 -5.334 0.001
H -3.738 1.882 -3.947 0.000
H -4.182 0.186 -3.706 0.000
N -2.128 -0.674 0.644 0.036
P -3.328 -1.257 1.528 0.012
C -4.870 -0.979 0.641 0.002
C -6.070 -1.502 1.122 0.000
C -7.245 -1.292 0.422 0.000
C -7.225 -0.561 -0.759 0.000
C -6.033 -0.047 -1.243 0.000
C -4.851 -0.258 -0.547 0.001
C -3.459 -0.498 3.149 0.003
C -4.590 0.215 3.533 0.000
C -4.628 0.833 4.772 0.000
C -3.544 0.740 5.629 0.000
C -2.404 0.049 5.242 0.000
C -2.353 -0.550 3.998 0.000
C -3.173 -3.053 1.689 0.001
C -2.509 -3.643 2.760 0.000
C -2.317 -5.014 2.790 0.000
C -2.788 -5.806 1.755 0.000
C -3.457 -5.226 0.687 0.000
C -3.649 -3.856 0.654 0.000
H -6.085 -2.075 2.041 0.000
H -8.176 -1.694 0.797 0.000
H -8.145 -0.390 -1.301 0.000
H -6.020 0.536 -2.154 0.000
H -3.917 0.160 -0.897 0.000
H -5.432 0.316 2.861 0.000
H -5.503 1.400 5.059 0.000
H -3.571 1.230 6.591 0.000
H -1.539 0.023 5.884 0.001
H -1.429 -1.015 3.670 0.000
H -2.146 -3.042 3.582 0.000
H -1.801 -5.462 3.627 0.000
H -2.639 -6.876 1.782 0.000
H -3.830 -5.839 -0.121 0.000
H -4.168 -3.409 -0.186 0.000
O 1.239 0.787 0.185 0.038
P 2.722 0.581 0.051 0.007
C 3.175 1.090 -1.653 0.002
C 4.610 0.881 -2.171 0.000
C 4.849 -0.361 -3.032 0.000
C 3.750 -0.598 -4.056 0.000
C 2.402 -0.662 -3.353 0.000
C 2.105 0.662 -2.671 0.000
C 3.544 1.622 1.319 0.001
C 5.070 1.765 1.269 0.000
C 5.566 2.955 0.453 0.000
C 4.892 4.249 0.887 0.000
C 3.386 4.122 0.710 0.000
C 2.840 2.973 1.542 0.000
C 2.984 -1.182 0.469 0.000
C 4.364 -1.818 0.275 0.000
C 4.442 -3.129 1.053 0.000
C 4.411 -2.871 2.563 0.000
C 3.598 -1.615 2.893 0.000
C 2.454 -1.432 1.902 0.000
H 3.033 2.173 -1.529 0.000
H 5.330 0.885 -1.351 0.000
H 4.848 1.757 -2.781 0.000
H 4.931 -1.250 -2.406 0.000
H 5.818 -0.250 -3.524 0.000
H 3.948 -1.516 -4.614 0.000
H 3.734 0.220 -4.784 0.000
H 2.402 -1.476 -2.620 0.000
H 1.605 -0.892 -4.066 0.000
H 1.131 0.644 -2.181 0.000
H 2.048 1.445 -3.434 0.000
H 3.305 1.028 2.211 0.000
H 5.545 0.843 0.922 0.000
H 5.409 1.901 2.301 0.000
H 5.359 2.805 -0.610 0.000
H 6.652 3.024 0.551 0.000
H 5.283 5.091 0.313 0.000
H 5.118 4.448 1.939 0.000
H 3.150 3.977 -0.349 0.000
H 2.874 5.041 1.004 0.000
H 1.767 2.867 1.387 0.000
H 2.960 3.222 2.601 0.000
H 2.266 -1.660 -0.212 0.000
H 5.169 -1.156 0.606 0.000
H 4.533 -2.015 -0.783 0.000
H 5.342 -3.684 0.779 0.000
H 3.592 -3.752 0.759 0.000
H 5.430 -2.758 2.942 0.000
H 3.986 -3.738 3.072 0.000
H 4.253 -0.740 2.873 0.000
H 3.205 -1.672 3.911 0.000
H 1.774 -0.633 2.210 0.000
H 1.834 -2.328 1.875 0.000
```

Results
- calculated total energy (a.u.) = -4898.073589
- HOMO-LUMO gap (spin up / spin down) (eV) = 6.42 / 6.60
- multiplicity = 3
- relative energy (zero: lowest compared OMol25 entry of this formula, charge and spin) (eV) = 0.000

---

Record 2
A structure of composition C46H59GeN4O4PtSi3, computed with ωB97M-V with the def2-TZVPD basis set.

Geometry as XYZ:
```
118
Properties=species:S:1:pos:R:3:lowdin_spin:R:1
Pt 0.398 -0.766 0.786 0.751
C -3.004 -3.899 1.618 0.004
O -2.260 -3.482 2.803 0.000
C -1.340 -2.633 2.373 0.004
N -1.258 -2.384 1.124 0.094
C -2.219 -3.274 0.435 0.007
C -3.087 -2.679 -0.651 0.000
C -4.108 -3.482 -1.157 0.000
C -4.940 -3.020 -2.164 0.000
C -4.758 -1.745 -2.683 0.000
C -3.735 -0.949 -2.192 0.000
C -2.897 -1.414 -1.186 0.000
C -0.323 -2.144 3.333 0.002
C -0.229 -2.570 4.645 0.000
C 0.908 -2.232 5.370 -0.003
C 1.919 -1.500 4.765 0.000
C 1.732 -1.077 3.458 0.001
N 0.629 -1.383 2.774 0.032
C 2.730 -0.315 2.679 0.003
N 2.528 0.072 1.479 0.087
C 3.749 0.789 1.045 0.006
C 4.695 0.627 2.265 0.004
O 3.880 -0.044 3.271 -0.001
C 4.404 0.275 -0.214 0.000
C 4.122 -0.974 -0.743 0.000
C 4.860 -1.468 -1.809 0.000
C 5.880 -0.709 -2.360 0.000
C 6.150 0.554 -1.851 0.000
C 5.416 1.043 -0.783 0.000
H -4.022 -3.526 1.708 0.000
H -3.006 -4.986 1.614 0.001
H -1.607 -4.050 -0.039 0.000
H -4.264 -4.478 -0.758 0.000
H -5.735 -3.652 -2.537 0.000
H -5.417 -1.376 -3.457 0.000
H -3.587 0.047 -2.589 0.000
H -2.112 -0.772 -0.810 0.000
H -1.010 -3.186 5.066 0.000
H 1.013 -2.557 6.395 0.000
H 2.834 -1.251 5.283 0.000
H 3.470 1.838 0.910 0.000
H 5.045 1.564 2.690 0.000
H 5.540 -0.025 2.047 0.000
H 3.339 -1.574 -0.311 0.000
H 4.644 -2.454 -2.200 0.000
H 6.465 -1.097 -3.183 0.000
H 6.941 1.155 -2.279 0.000
H 5.641 2.025 -0.382 0.000
C -1.788 2.119 -6.481 0.000
O -1.366 1.025 -5.668 0.000
C -0.079 1.015 -5.231 0.000
C 0.872 1.975 -5.529 0.000
C 2.156 1.837 -5.019 0.000
C 2.501 0.746 -4.238 0.000
C 1.563 -0.235 -3.958 0.000
C 0.275 -0.094 -4.444 0.000
N -0.746 -1.071 -4.350 0.000
C -0.853 -2.239 -3.783 0.000
C -0.102 -2.920 -2.776 0.002
C -0.108 -4.328 -2.922 0.000
C 0.540 -5.160 -2.048 0.000
C 1.189 -4.585 -0.949 0.000
C 1.157 -3.228 -0.744 0.001
C 0.495 -2.329 -1.621 0.004
O 0.410 -1.055 -1.361 0.027
H -1.255 2.122 -7.433 0.000
H -1.632 3.065 -5.961 0.000
H -2.849 1.969 -6.656 0.000
H 0.627 2.819 -6.155 0.000
H 2.897 2.590 -5.250 0.000
H 3.505 0.646 -3.856 0.000
H 1.840 -1.100 -3.378 0.000
H -1.504 -0.843 -4.989 0.000
H -1.675 -2.816 -4.195 0.000
H -0.617 -4.749 -3.780 0.000
H 0.560 -6.227 -2.208 0.000
H 1.715 -5.218 -0.245 0.000
H 1.663 -2.820 0.127 0.000
C -0.944 1.906 -1.782 0.000
Si -0.350 2.840 -0.279 -0.001
C -1.378 4.389 -0.032 -0.001
C 1.414 3.379 -0.596 0.000
Ge -0.700 1.338 1.648 -0.015
Si 0.398 2.564 3.541 -0.002
C -0.694 4.077 3.732 -0.001
C 2.143 3.116 3.116 0.000
C 0.496 1.722 5.216 0.000
Si -2.985 1.154 2.591 -0.003
C -2.771 0.763 4.419 0.000
C -3.764 2.840 2.343 -0.001
C -4.259 -0.049 1.953 0.000
H -0.717 2.466 -2.692 0.000
H -2.023 1.743 -1.745 0.000
H -0.459 0.934 -1.867 0.000
H -1.505 4.861 -1.010 0.000
H -0.869 5.112 0.606 0.000
H -2.368 4.208 0.378 0.000
H 1.384 4.006 -1.492 0.000
H 2.080 2.542 -0.812 0.000
H 1.843 3.980 0.204 0.000
H -0.990 4.521 2.782 0.000
H -0.142 4.836 4.291 0.000
H -1.596 3.846 4.300 0.000
H 2.146 3.945 2.409 0.000
H 2.742 2.315 2.698 0.000
H 2.640 3.464 4.025 0.000
H -0.473 1.396 5.589 0.000
H 0.901 2.436 5.938 0.000
H 1.166 0.867 5.210 0.000
H -2.522 1.653 4.998 0.000
H -1.998 0.016 4.603 0.000
H -3.712 0.372 4.813 0.000
H -3.173 3.684 2.692 0.000
H -4.713 2.847 2.885 0.000
H -3.999 2.989 1.289 0.000
H -3.953 -1.084 2.007 0.000
H -4.572 0.159 0.933 0.000
H -5.130 0.073 2.603 0.000
```

Results
- calculated total energy (a.u.) = -5372.564794
- HOMO-LUMO gap (spin up / spin down) (eV) = 6.36 / 6.55
- multiplicity = 2
- net charge = +2
- relative energy (zero: lowest compared OMol25 entry of this formula, charge and spin) (eV) = 0.000